# 1
The following is a DFT calculation (the ωB97M-V functional and the def2-TZVPD basis) of C10H14O2S2 in the gas phase.

CARTESIAN COORDINATES (ANGSTROEM)
C -1.95 2.56 -1.58
C -1.44 1.70 -0.51
C -1.01 2.88 -2.51
C -0.16 1.38 -0.73
C 1.58 0.30 2.41
C 1.25 1.79 2.22
C 0.46 0.71 1.53
C -0.38 -3.31 -1.86
C 0.01 -1.24 -0.29
C 0.67 0.46 0.04
O -1.01 -1.02 -2.71
O 2.04 0.36 -0.38
S 0.50 2.21 -2.09
S 0.16 -1.60 -2.08
H -3.03 2.84 -1.56
H -2.07 1.38 0.17
H -1.09 3.32 -3.50
H 2.58 -0.07 2.10
H 1.31 -0.20 3.46
H 0.76 2.18 2.99
H 2.09 2.35 1.89
H -0.57 0.52 1.96
H -0.67 -3.88 -2.78
H -1.42 -3.41 -1.38
H 0.37 -4.01 -1.24
H 0.54 -1.89 0.23
H -1.09 -1.39 -0.08
H 2.09 0.17 -1.29

As for the HOMO-LUMO gap: 9.3 eV. Its spin multiplicity is 1. The LUMO energy is 0.71 eV. Its net charge is 0.

Results of the Mulliken charge analysis, in e, for atoms 1 through 2: atom 1 (C): -0.50, atom 2 (C): -0.88



# 2
The following is a DFT calculation (the ωB97M-V functional and the def2-TZVPD basis) of 4 unconnected molecules or ions with the total composition C6H17O12PS4.

CARTESIAN COORDINATES (ANGSTROEM)
O -2.97 -3.08 1.13
S -3.49 -2.08 0.25
O -4.15 -0.95 0.79
O -4.37 -2.81 -0.85
C -3.92 -2.48 -2.18
C -2.42 -2.27 -2.00
O -2.35 -1.57 -0.74
H -4.42 -1.58 -2.52
H -4.17 -3.33 -2.82
H -1.97 -1.63 -2.75
H -1.88 -3.21 -1.92
O 2.75 1.74 0.01
S 2.07 2.53 0.98
O 0.70 2.22 1.24
O 2.28 4.06 0.62
C 2.78 4.79 1.75
C 3.63 3.76 2.48
O 2.85 2.55 2.36
H 1.94 5.13 2.36
H 3.35 5.63 1.36
H 3.75 3.95 3.54
H 4.60 3.61 2.00
O -0.08 -0.61 -5.04
S 0.95 -1.30 -4.34
O 1.60 -2.41 -4.95
O 0.39 -1.69 -2.90
C 1.24 -1.18 -1.86
C 1.82 0.08 -2.46
O 2.08 -0.30 -3.83
H 2.01 -1.92 -1.63
H 0.61 -1.00 -0.99
H 2.76 0.39 -2.02
H 1.11 0.91 -2.44
P -1.43 -1.33 4.10
S -1.50 0.99 3.76
H -2.07 -1.57 2.88
H -0.03 -1.23 4.13
H -2.20 -1.07 5.24
H -1.38 -2.75 4.39
H -0.48 1.01 2.88

As for the HOMO-LUMO gap: 8.4 eV. Its SMILES is O=S1(=O)OCCO1.O=S1(=O)OCCO1.O=S1(=O)OCCO1.[PH4]S. Its spin multiplicity is 1. The LUMO energy is 0.30 eV. Its net charge is 0.

Results of the Mulliken charge analysis, in e, for atoms 1 through 2: atom 1 (O): -0.54, atom 2 (S): 1.07



# 3
The following is a DFT calculation (the ωB97M-V functional and the def2-TZVPD basis) of 10 unconnected molecules or ions with the total composition C27H60N3O15.

CARTESIAN COORDINATES (ANGSTROEM)
C 0.84 -0.17 2.43
C -0.43 -0.66 1.78
O -0.72 -1.86 1.77
N -1.48 0.30 1.13
H -1.80 0.89 1.86
H -1.09 1.01 0.58
C -2.46 -0.46 0.38
H 1.85 -0.13 1.94
H 1.08 -0.68 3.37
H 0.73 0.92 2.58
H -2.10 -1.20 -0.13
H -3.22 0.15 -0.14
H -3.12 -1.11 1.08
N 0.35 2.39 -0.81
O 1.00 3.10 -1.60
O -0.07 1.22 -1.21
O -0.22 2.87 0.17
N -2.23 2.67 4.05
O -2.17 1.77 3.24
O -3.25 3.38 4.09
O -1.12 3.33 4.27
C -6.28 -1.48 1.51
C -6.28 -1.72 -0.05
C -6.46 -0.43 -1.00
O -5.05 -2.26 -0.43
H -7.17 -1.02 1.95
H -5.51 -0.77 1.78
H -6.17 -2.49 1.96
H -7.18 -2.18 -0.09
H -5.69 0.48 -0.89
H -7.48 0.26 -0.85
H -6.63 -0.92 -1.84
H -5.02 -3.20 -0.49
C 2.60 -3.64 4.46
C 4.10 -3.42 4.85
C 4.48 -1.98 4.51
O 4.13 -3.67 6.28
H 2.48 -4.56 5.01
H 2.48 -3.75 3.55
H 1.83 -2.75 4.73
H 4.57 -4.12 4.36
H 5.43 -1.82 5.06
H 3.62 -1.39 4.95
H 4.55 -1.80 3.28
H 4.63 -4.40 6.42
C 3.99 1.20 -0.58
C 4.82 0.28 0.11
C 5.58 0.96 1.33
O 4.15 -0.77 0.70
H 4.35 2.17 -0.84
H 3.10 1.47 -0.07
H 3.62 0.92 -1.65
H 5.69 -0.12 -0.37
H 6.29 1.59 1.06
H 6.00 0.17 2.05
H 4.95 1.57 1.92
H 3.59 -0.96 0.06
C 2.72 3.11 2.80
C 3.01 4.54 2.32
C 4.23 4.85 1.41
O 1.86 4.93 1.70
H 1.97 3.20 3.22
H 3.29 2.96 3.90
H 2.85 2.33 2.12
H 3.16 5.31 3.25
H 5.13 4.56 1.78
H 4.36 5.88 1.05
H 4.06 4.36 0.48
H 1.81 4.75 0.77
C 1.45 -2.94 -0.57
C 2.17 -2.86 -1.84
C 1.63 -1.72 -2.81
O 3.47 -2.86 -1.63
H 1.91 -3.62 0.31
H 0.32 -3.13 -0.49
H 1.41 -2.04 0.14
H 1.81 -3.74 -2.57
H 2.18 -1.50 -3.59
H 1.59 -0.85 -2.30
H 0.67 -2.12 -3.03
H 3.74 -3.22 -0.98
C -4.31 2.39 -3.69
C -2.86 2.45 -3.41
C -2.71 3.98 -3.03
O -2.62 1.59 -2.31
H -4.40 2.98 -4.65
H -4.94 2.86 -2.84
H -4.83 1.25 -3.85
H -2.22 2.33 -4.23
H -1.73 4.25 -2.73
H -3.45 4.12 -2.34
H -3.03 4.45 -3.97
H -1.81 1.95 -1.89
C -3.10 -1.24 -5.48
C -2.91 -1.27 -3.97
C -1.93 -2.54 -3.50
O -1.77 -2.98 -2.36
C -1.37 -3.33 -4.68
C -1.80 -3.17 -6.07
C -2.73 -2.15 -6.48
O -3.15 -2.07 -7.60
H -3.97 -0.47 -5.60
H -3.27 -0.70 -3.32
H -0.68 -4.01 -4.26
H -1.70 -3.97 -6.73

As for the HOMO-LUMO gap: 4.9 eV. Its spin multiplicity is 1. The LUMO energy is -0.36 eV. Its net charge is -1.

Results of the Mulliken charge analysis, in e, for atoms 1 through 2: atom 1 (C): -0.39, atom 2 (C): 0.81



# 4
The following is a DFT calculation (the ωB97M-V functional and the def2-TZVPD basis) of a molecular structure, C33H43BCoF6N6PS5.

CARTESIAN COORDINATES (ANGSTROEM)
Co 2.59 -1.16 -0.36
C -0.09 -4.64 3.48
C -0.63 -3.57 2.58
C -1.89 -3.60 2.08
C -2.33 -2.57 1.21
N -1.50 -1.64 0.82
N -0.24 -1.63 1.26
B 0.61 -0.54 0.45
N 0.84 0.63 1.36
N -0.04 1.67 1.45
C 0.25 2.62 2.28
C 1.41 2.62 3.10
C 2.26 1.54 3.08
C 3.49 1.45 3.94
C 1.94 0.52 2.18
S 2.85 -0.91 1.93
C -0.73 3.79 2.35
C -1.11 4.06 3.81
C -1.99 3.50 1.55
C -0.03 5.03 1.76
N -0.05 -0.39 -0.92
N -0.64 0.75 -1.28
C -1.23 0.79 -2.45
C -1.29 -0.35 -3.28
C -0.69 -1.52 -2.91
C -0.65 -2.74 -3.76
C 0.01 -1.50 -1.67
S 1.00 -2.77 -1.10
C -1.89 2.12 -2.80
C -0.95 3.26 -2.43
C -3.19 2.22 -1.99
C -2.21 2.20 -4.29
C 0.21 -2.49 2.17
S 1.75 -2.43 2.94
C -3.74 -2.52 0.67
C -4.72 -2.45 1.85
C -3.94 -1.30 -0.23
C -3.99 -3.80 -0.15
H -0.83 -5.42 3.62
H 0.17 -4.23 4.45
H 0.81 -5.07 3.04
H -2.56 -4.41 2.34
H 1.63 3.46 3.75
H 3.60 2.35 4.54
H 4.37 1.32 3.32
H 3.43 0.59 4.61
H -1.56 3.17 4.27
H -1.84 4.87 3.85
H -0.26 4.36 4.42
H -2.51 2.62 1.94
H -1.76 3.31 0.51
H -2.66 4.36 1.62
H 0.88 5.27 2.31
H -0.70 5.89 1.81
H 0.24 4.86 0.72
H -1.79 -0.30 -4.23
H -1.26 -2.61 -4.65
H -1.01 -3.61 -3.20
H 0.38 -2.96 -4.04
H -0.66 3.21 -1.38
H -1.44 4.22 -2.62
H -0.03 3.22 -3.02
H -2.98 2.15 -0.92
H -3.88 1.41 -2.25
H -3.69 3.16 -2.20
H -1.33 2.04 -4.91
H -2.60 3.20 -4.52
H -2.98 1.49 -4.59
H -4.56 -1.55 2.44
H -4.63 -3.31 2.51
H -5.75 -2.43 1.47
H -3.74 -0.37 0.30
H -4.97 -1.28 -0.59
H -3.28 -1.34 -1.10
H -3.89 -4.70 0.46
H -3.29 -3.87 -0.98
H -5.00 -3.78 -0.56
S 3.43 0.86 -0.35
C 4.03 1.24 -1.95
C 4.63 2.46 -2.24
C 5.04 2.73 -3.54
C 4.83 1.78 -4.54
C 4.24 0.57 -4.25
C 3.84 0.29 -2.94
S 3.11 -1.24 -2.51
H 4.78 3.18 -1.45
H 5.51 3.67 -3.77
H 5.15 1.99 -5.56
H 4.08 -0.17 -5.03
F 3.54 -3.17 0.19
P 4.29 -4.45 1.00
F 5.71 -3.89 0.51
F 4.14 -5.32 -0.33
F 4.37 -3.48 2.31
F 2.81 -4.92 1.47
F 4.96 -5.64 1.80

As for the HOMO-LUMO gap (spin up / spin down): 5.5 / 6.3 eV. Its spin multiplicity is 3. The LUMO energy (spin up / spin down) is -1.16 / -1.18 eV. Its net charge is 0.

Results of the Mulliken charge analysis, in e, for atoms 1 through 2: atom 1 (Co): -0.32, atom 2 (C): -2.01



# 5
The following is a DFT calculation (the ωB97M-V functional and the def2-TZVPD basis) of a molecular structure, C23H16BrF4N2PPbSe3Te.

CARTESIAN COORDINATES (ANGSTROEM)
Pb 0.01 -0.07 0.02
Se 1.52 0.93 3.04
Se 3.34 0.21 4.04
Te 4.19 -1.84 2.84
Se 2.87 -2.03 0.88
F 0.54 -6.49 -3.69
C 0.13 -5.59 -2.83
C -0.78 -5.93 -1.84
F -1.24 -7.16 -1.76
C -1.22 -4.97 -0.95
F -2.11 -5.34 -0.04
C -0.75 -3.65 -0.99
P -1.46 -2.44 0.19
C -3.22 -2.45 -0.20
C -4.17 -3.04 0.62
C -5.50 -3.06 0.21
C -5.87 -2.52 -1.01
C -4.91 -1.94 -1.84
C -3.59 -1.90 -1.43
C -1.20 -3.07 1.86
C -0.32 -4.11 2.15
C -0.13 -4.50 3.46
C -0.79 -3.85 4.49
C -1.65 -2.80 4.21
C -1.86 -2.40 2.90
C 0.15 -3.34 -2.01
Br 0.85 -1.59 -2.30
C 0.59 -4.29 -2.91
F 1.44 -3.97 -3.87
H -3.89 -3.49 1.56
H -6.24 -3.53 0.85
H -6.90 -2.55 -1.32
H -5.20 -1.53 -2.79
H -2.84 -1.47 -2.09
H 0.21 -4.62 1.35
H 0.54 -5.32 3.68
H -0.65 -4.17 5.52
H -2.16 -2.28 5.02
H -2.53 -1.58 2.69
N -4.26 2.97 -3.99
C -3.41 2.37 -3.14
C -2.06 2.15 -3.48
C -1.23 1.53 -2.59
N -1.63 1.09 -1.38
C -2.92 1.31 -1.05
C -3.82 1.93 -1.87
H -3.95 3.30 -4.88
H -5.21 3.14 -3.73
H -1.66 2.50 -4.43
H -0.18 1.40 -2.84
H -3.23 0.98 -0.06
H -4.83 2.09 -1.52

As for the HOMO-LUMO gap (spin up / spin down): 6.4 / 6.3 eV. Its spin multiplicity is 1. The LUMO energy (spin up / spin down) is -7.30 / -7.23 eV. Its net charge is +2.

Results of the Mulliken charge analysis, in e, for atoms 1 through 2: atom 1 (Pb): 1.16, atom 2 (Se): -0.09



# 6
The following is a DFT calculation (the ωB97M-V functional and the def2-TZVPD basis) of a molecular structure, C25H69F6N4O14S2.

CARTESIAN COORDINATES (ANGSTROEM)
C -2.52 -2.09 1.01
F -3.80 -2.35 0.74
F -2.46 -1.18 1.99
F -1.92 -3.22 1.40
S -1.66 -1.42 -0.49
O -1.44 -2.53 -1.36
O -2.51 -0.38 -0.95
N -0.22 -1.05 0.24
S 0.26 0.37 -0.30
O 0.16 0.54 -1.72
O -0.29 1.44 0.48
C 2.08 0.52 -0.01
F 2.46 1.72 -0.44
F 2.46 0.28 1.23
F 2.69 -0.40 -0.80
C -0.04 0.24 3.58
O 0.28 -1.04 3.08
H -1.13 0.38 3.52
H 0.27 0.28 4.62
H 0.44 1.05 3.01
H 0.11 -1.04 2.13
C 1.74 -3.56 -1.17
O 1.43 -3.32 0.19
H 1.14 -4.36 -1.61
H 1.54 -2.66 -1.76
H 2.82 -3.71 -1.25
H 0.85 -2.53 0.18
C 2.03 -1.78 -4.26
O 3.27 -1.43 -4.90
H 2.03 -1.33 -3.26
H 1.17 -1.39 -4.82
H 2.04 -2.85 -4.09
H 3.30 -0.48 -4.72
C 0.15 4.82 1.86
C 1.54 4.46 1.40
O 2.42 5.56 1.57
H -0.51 3.95 1.81
H -0.32 5.57 1.22
H 0.14 5.22 2.87
H 1.52 4.19 0.34
H 1.80 3.53 1.91
H 2.27 6.20 0.86
C -0.11 -7.40 2.05
C 0.13 -5.91 2.25
O 0.70 -5.67 3.54
H -0.95 -7.73 2.67
H 0.74 -8.00 2.39
H -0.38 -7.67 1.03
H -0.86 -5.44 2.24
H 0.76 -5.43 1.51
H 0.35 -6.29 4.19
C 6.47 2.51 0.90
C 5.23 3.35 1.02
O 5.56 4.74 0.92
H 7.03 2.50 1.84
H 7.19 2.91 0.17
H 6.28 1.48 0.59
H 4.83 3.21 2.03
H 4.46 3.11 0.27
H 4.71 5.21 0.90
C 5.54 0.42 -3.35
C 4.65 1.63 -3.42
O 3.44 1.28 -4.11
H 6.52 0.72 -2.98
H 5.65 0.00 -4.35
H 5.13 -0.37 -2.72
H 5.10 2.43 -4.02
H 4.44 2.06 -2.44
H 3.03 2.05 -4.53
C -1.74 1.08 -4.30
C -0.89 2.14 -5.00
C 0.58 1.96 -4.70
O 1.33 3.10 -5.10
C 1.33 4.13 -4.14
N -1.15 2.16 -6.47
H -1.32 0.08 -4.37
H -2.71 1.07 -4.79
H -1.78 1.40 -3.26
H -1.18 3.13 -4.65
H 0.97 1.13 -5.30
H 0.78 1.67 -3.67
H 0.32 4.50 -3.95
H 1.91 4.97 -4.54
H 1.81 3.81 -3.21
H -0.62 1.38 -6.87
H -0.60 2.95 -6.83
C -4.96 1.52 -2.60
C -6.20 2.34 -2.29
C -6.80 1.91 -0.99
O -7.23 0.58 -1.05
C -7.77 0.15 0.17
N -5.90 3.76 -2.25
H -4.24 1.58 -1.78
H -4.51 1.80 -3.55
H -5.11 0.44 -2.62
H -6.96 2.18 -3.06
H -7.63 2.58 -0.68
H -6.07 2.06 -0.17
H -8.76 0.60 0.35
H -7.10 0.40 1.00
H -7.84 -0.93 0.08
H -5.09 3.99 -1.70
H -5.80 4.14 -3.18
C 0.66 -1.95 7.50
C 0.06 -3.22 6.87
C -1.17 -2.91 6.05
O -1.64 -4.08 5.45
C -2.58 -3.86 4.42
N 1.08 -3.91 6.08
H 1.29 -1.44 6.78
H 1.27 -2.21 8.36
H -0.14 -1.30 7.86
H -0.21 -3.88 7.71
H -0.90 -2.15 5.30
H -1.94 -2.50 6.73
H -2.76 -4.79 3.90
H -2.17 -3.09 3.76
H -3.47 -3.39 4.87
H 0.70 -4.44 5.31
H 1.64 -4.53 6.65

As for the HOMO-LUMO gap: 8.7 eV. Its spin multiplicity is 1. The LUMO energy is 2.04 eV. Its net charge is -1.

Results of the Mulliken charge analysis, in e, for atoms 1 through 2: atom 1 (C): 0.52, atom 2 (F): -0.23



# 7
The following is a DFT calculation (the ωB97M-V functional and the def2-TZVPD basis) of 2 unconnected molecules or ions with the total composition C9H14O.

CARTESIAN COORDINATES (ANGSTROEM)
C -1.73 1.64 1.60
C -0.92 1.62 0.37
C -1.13 0.81 -0.73
C -0.41 0.98 -1.92
C 0.61 1.92 -1.93
O 1.09 2.38 -3.12
C 1.12 2.37 -0.71
C 0.42 2.15 0.46
H -1.90 0.76 2.29
H -2.80 1.66 1.43
H -1.40 2.50 2.24
H -2.10 0.30 -0.63
H -0.74 0.68 -2.92
H 2.06 2.59 -2.96
H 2.02 3.00 -0.67
H 0.79 2.53 1.44
C 1.32 -3.38 0.40
C -0.05 -3.59 0.99
H 1.29 -3.54 -0.73
H 1.59 -2.25 0.61
H 2.14 -4.03 0.77
H -0.87 -2.84 1.01
H 0.15 -3.77 2.09
H -0.53 -4.49 0.64

As for the HOMO-LUMO gap: 9.1 eV. Its SMILES is Cc1ccc(O)cc1.CC. Its spin multiplicity is 1. The LUMO energy is 0.77 eV. Its net charge is 0.

Results of the Mulliken charge analysis, in e, for atoms 1 through 2: atom 1 (C): -1.31, atom 2 (C): 0.57



Number 1: energy -1336.12997 hartree. Number 2: energy -3075.64774 hartree. Number 3: energy -2356.80726 hartree. Number 4: energy -5951.20281 hartree. Number 5: energy -11975.05772 hartree. Number 6: energy -3661.80649 hartree. Number 7: energy -426.50881 hartree.